[1]
{"formula": "C2H8NS2", "method": "ωB97M-V/def2-TZVPD", "relative_energy_kcal_mol": 31.7, "homo_lumo_gap_ev": 10.01, "lumo_ev": -4.1, "charge": 1, "symbols": ["C", "C", "N", "S", "S", "H", "H", "H", "H", "H", "H", "H", "H"], "xyz": [[-0.522, 0.834, 1.169], [-0.101, -0.136, 0.127], [-0.167, 0.369, -1.259], [-0.986, -1.780, 0.157], [1.785, -0.431, 0.444], [0.092, 0.693, 2.004], [-0.432, 1.781, 0.841], [-1.535, 0.615, 1.378], [-0.945, 0.966, -1.659], [-0.140, -0.299, -2.057], [0.679, 1.033, -1.479], [0.137, -2.381, 0.798], [2.136, -1.263, -0.464]], "atomic_forces_ev_per_a": [[-0.694, -2.361, -0.482], [2.130, -2.788, -0.102], [1.014, 3.276, -4.179], [1.823, -0.075, 0.895], [-1.484, 1.941, 1.473], [0.597, -0.180, 1.476], [0.385, 3.482, -1.031], [-1.101, 0.065, 0.627], [0.027, -0.514, 1.676], [0.406, -0.589, 1.180], [-1.445, -1.449, 0.852], [-1.679, 0.517, -0.831], [0.020, -1.327, -1.555]], "lowdin_charge": [-0.12, -1.05, 0.07, 0.76, 0.80, 0.07, 0.06, 0.08, 0.20, 0.16, 0.20, -0.07, -0.16]}

[2]
{"formula": "FH3N2O", "method": "ωB97M-V/def2-TZVPD", "relative_energy_kcal_mol": 9.8, "homo_lumo_gap_ev": 10.97, "lumo_ev": 0.7, "symbols": ["H", "N", "N", "O", "H", "F", "H"], "xyz": [[-2.253, -0.216, -0.633], [-1.519, 0.537, -0.608], [-0.672, 0.391, 0.305], [0.253, 1.164, 0.564], [-0.608, -0.459, 0.992], [2.099, -0.766, -0.667], [2.700, -0.650, 0.047]], "atomic_forces_ev_per_a": [[1.333, 0.575, 0.534], [-0.634, -0.389, 0.017], [0.554, -1.433, 1.390], [-0.354, 0.208, -0.351], [-0.883, 1.098, -1.557], [0.600, -0.066, 0.669], [-0.616, 0.006, -0.702]], "lowdin_charge": [0.08, 0.10, -0.33, -0.06, 0.20, -0.09, 0.10]}

[3]
{"formula": "C35H36AsN2O7S2Yb", "method": "ωB97M-V/def2-TZVPD", "relative_energy_kcal_mol": 79.3, "homo_lumo_gap_ev": [6.64, 5.50], "lumo_ev": [0.4, -0.7], "spin_multiplicity": 2, "symbols": ["Yb", "O", "As", "O", "O", "C", "C", "C", "C", "C", "C", "S", "O", "O", "O", "H", "H", "H", "H", "H", "C", "C", "C", "C", "C", "C", "C", "C", "C", "C", "N", "C", "C", "C", "C", "C", "N", "H", "H", "H", "H", "H", "H", "H", "H", "H", "H", "H", "H", "H", "H", "H", "H", "H", "O", "S", "C", "C", "C", "C", "C", "C", "C", "C", "C", "C", "C", "C", "C", "C", "H", "H", "H", "H", "H", "H", "H", "H", "H", "H", "H", "H", "H", "H"], "xyz": [[0.941, -0.937, -0.185], [2.494, -2.447, -1.536], [4.084, -1.641, -1.349], [4.891, -1.713, -2.784], [3.296, -0.070, -0.749], [4.905, -2.470, 0.268], [5.652, -3.621, 0.089], [6.086, -4.402, 1.159], [5.864, -3.877, 2.413], [5.236, -2.693, 2.667], [4.609, -1.977, 1.590], [2.241, -0.990, 2.621], [1.780, -2.211, 1.887], [3.964, -0.814, 1.781], [1.486, 0.172, 2.109], [2.597, -2.886, -2.381], [5.900, -4.002, -0.893], [6.523, -5.407, 0.988], [6.327, -4.396, 3.269], [5.090, -2.351, 3.688], [2.818, 1.026, -4.164], [2.582, 1.897, -2.968], [1.317, 2.325, -2.538], [1.104, 3.654, -2.140], [-0.146, 4.185, -1.877], [-1.258, 3.426, -2.310], [-1.134, 2.092, -2.662], [-2.385, 1.415, -3.213], [-2.388, 1.607, -4.731], [0.154, 1.489, -2.632], [0.333, 0.147, -2.431], [-0.144, -0.794, -3.268], [-0.506, -2.084, -2.797], [-1.291, -3.119, -3.379], [-1.298, -4.199, -2.487], [-0.561, -3.733, -1.388], [-0.156, -2.465, -1.504], [3.591, 0.287, -3.926], [3.121, 1.656, -5.001], [1.925, 0.516, -4.493], [3.431, 2.491, -2.630], [3.203, 0.498, -1.594], [1.974, 4.265, -2.064], [-0.266, 5.154, -1.374], [-2.239, 3.869, -2.382], [-3.331, 1.867, -2.803], [-2.332, 0.319, -2.945], [-2.404, 2.677, -4.957], [-3.245, 1.079, -5.186], [-1.474, 1.148, -5.191], [-0.209, -0.624, -4.403], [-1.842, -3.111, -4.331], [-1.821, -5.135, -2.639], [-0.179, -4.299, -0.558], [-1.045, -0.367, 0.856], [-2.166, 0.695, 1.115], [-3.681, -0.151, 1.919], [-3.434, -1.231, 2.917], [-3.121, -2.472, 2.463], [-2.718, -3.472, 3.380], [-2.421, -3.114, 4.698], [-2.864, -1.877, 5.176], [-3.385, -0.975, 4.297], [-1.408, 1.648, 2.477], [-1.963, 3.025, 2.631], [-2.328, 3.621, 3.861], [-2.912, 4.875, 3.865], [-3.076, 5.649, 2.716], [-2.655, 5.113, 1.516], [-2.088, 3.818, 1.486], [-4.216, -0.533, 1.032], [-4.286, 0.711, 2.343], [-3.030, -2.678, 1.357], [-2.585, -4.446, 2.956], [-1.948, -3.814, 5.337], [-2.780, -1.619, 6.198], [-3.825, -0.033, 4.589], [-0.345, 1.618, 2.240], [-1.426, 1.040, 3.431], [-2.120, 3.109, 4.783], [-3.307, 5.213, 4.795], [-3.553, 6.626, 2.758], [-2.600, 5.689, 0.588], [-1.621, 3.536, 0.530]], "atomic_forces_ev_per_a": [[0.240, 0.470, 0.474], [1.412, 0.492, 0.452], [0.267, 0.261, 1.166], [-0.769, 0.368, 1.303], [0.921, -0.685, -2.302], [-1.043, 1.227, 0.450], [0.198, -1.083, -0.352], [-0.315, 0.108, -0.831], [1.350, -1.128, 1.477], [-1.645, 1.066, -1.039], [1.336, -0.208, -0.218], [-0.157, -0.909, -0.579], [0.366, 0.950, 0.250], [-0.798, -0.543, 0.207], [0.984, -0.218, -0.063], [-0.568, -0.449, -0.564], [-0.243, 0.265, -0.287], [-0.104, 1.028, 0.201], [-0.485, 0.138, -0.345], [0.098, 0.110, -0.218], [0.094, -0.118, 0.646], [0.507, 0.001, -0.104], [-1.547, 0.102, -0.309], [-0.201, 0.293, 0.713], [-0.248, -0.343, -0.391], [0.690, 0.345, 0.507], [-0.165, 0.107, -0.379], [0.316, -0.779, 0.587], [0.265, -1.002, -0.436], [0.150, 1.165, 0.055], [-0.936, -2.790, -1.549], [0.127, 0.879, 0.126], [-0.428, 0.003, 0.295], [0.083, -0.298, -0.745], [-0.122, 1.066, -0.560], [0.361, 0.054, 0.485], [-0.599, -1.097, -1.176], [0.066, 0.006, -0.499], [0.368, 0.004, -0.065], [-0.252, -0.214, 0.081], [-0.032, 0.046, -0.146], [-0.084, -0.564, 1.309], [0.524, 0.467, 0.337], [0.082, -0.296, -0.655], [-0.166, 0.131, 0.281], [1.028, -0.499, -0.098], [-0.396, 1.015, -0.293], [-0.056, -0.183, -0.194], [0.191, 0.459, 0.104], [-0.648, 0.557, 0.393], [-0.345, 0.112, 1.663], [0.566, 0.186, 0.433], [0.237, 0.088, 0.198], [-0.346, -0.217, 0.426], [-2.343, 1.255, 0.309], [1.412, -1.547, 0.291], [-0.458, 1.176, -0.105], [0.431, 0.961, 0.048], [0.881, -1.775, -0.872], [0.253, 1.333, -0.341], [-1.177, -0.122, -1.069], [0.407, -0.522, -0.662], [-0.678, 0.807, -1.017], [0.132, -1.033, 1.602], [-0.249, 1.069, -0.121], [0.102, -0.544, -1.346], [-0.139, -0.003, -0.081], [-0.335, -0.373, 0.060], [1.133, -0.691, -0.328], [0.097, 0.895, -0.367], [0.274, 0.198, 0.325], [0.789, -0.805, -0.526], [-0.480, 0.141, 1.349], [0.487, -0.495, 0.246], [0.212, -0.558, 0.601], [0.131, 0.118, 0.927], [0.258, 0.213, 0.478], [0.030, 0.168, -0.450], [-0.391, 0.520, -0.939], [-0.233, -0.237, 0.260], [0.007, 0.500, 0.590], [0.160, -0.170, 0.080], [-0.367, -0.102, 0.381], [-0.474, -0.321, 0.453]], "mulliken_spin": [0.00, 0.00, 0.00, 0.00, 0.02, 0.00, 0.00, 0.00, 0.00, 0.00, 0.00, 0.00, 0.00, 0.00, 0.00, 0.00, 0.00, 0.00, 0.00, 0.00, -0.01, 0.68, -0.14, 0.18, -0.08, 0.18, -0.10, 0.00, 0.00, 0.18, 0.01, 0.03, 0.01, 0.01, 0.00, 0.02, 0.00, 0.02, 0.04, -0.02, -0.02, 0.01, 0.00, 0.00, 0.01, -0.01, 0.00, 0.00, 0.00, 0.00, -0.01, 0.00, 0.00, 0.00, 0.00, 0.00, 0.00, 0.00, 0.00, 0.00, 0.00, 0.00, 0.00, 0.00, 0.01, 0.00, 0.00, 0.00, 0.00, 0.00, 0.00, 0.00, 0.00, 0.00, 0.00, 0.00, 0.00, 0.00, 0.00, 0.00, 0.00, 0.00, 0.00, 0.00]}